*i*
The following is a quantum chemistry calculation of a 13-piece molecular cluster, C5H33NO13 overall, from the OMol25 dataset.

Calculated values
* LUMO: 0.222 eV
* gap between HOMO and LUMO: 10.535 eV
* HOMO: -10.3126 eV

Bonds (Å) are listed after each position.
Geometry (Å):
1 H 2.97 1.13 2.08  O23 0.995
2 H 2.74 -2.34 0.55  C18 1.081
3 H 0.59 -4.69 0.57  C16 1.173
4 H -2.47 2.60 -0.84  O31 1.019
5 H 0.40 -2.54 -1.45  C50 1.040
6 H 0.53 -2.81 2.27  C21 1.109
7 H 2.14 -0.09 -3.30  O14 1.014
8 O -1.22 2.55 -2.12  H42 0.931, H48 0.870
9 H 2.38 2.90 1.20  O38 1.006
10 O 1.61 0.46 2.91  H25 0.999, H30 1.010
11 H -0.21 -1.63 1.27  C21 1.132
12 H -0.08 4.87 -0.57  O41 0.922
13 H -0.14 -4.30 -1.74  C50 1.147
14 O 1.27 -0.61 -3.28  H7 1.014, H20 0.974
15 H -3.18 -3.00 -2.68  C51 1.093
16 C 0.02 -3.68 0.37  H3 1.173, C21 1.525, H26 1.100, C50 1.624
17 H -3.05 -0.91 1.64  O40 0.960
18 C 1.75 -1.92 0.64  H2 1.081, C21 1.489, O28 1.233
19 H 0.63 4.37 0.67  O41 0.923
20 H 0.87 -0.62 -2.39  O14 0.974
21 C 0.51 -2.50 1.21  H6 1.109, H11 1.132, C16 1.525, C18 1.489
22 H -0.16 0.77 -0.33  O43 0.980
23 O 3.64 1.61 1.52  H1 0.995, H36 0.960
24 O -0.51 1.94 1.78  H29 0.978, H35 1.023
25 H 0.74 -0.01 2.81  O10 0.999
26 H -0.89 -4.20 0.70  C16 1.100
27 O -2.96 3.10 2.43  H39 0.941, H44 0.974
28 O 1.57 -0.88 0.00  C18 1.233
29 H -1.48 1.84 1.91  O24 0.978
30 H 1.27 1.35 3.24  O10 1.010
31 O -3.28 2.40 -0.24  H4 1.019, H46 0.911
32 H 3.32 -3.28 -2.61  O33 1.071
33 O 2.64 -3.74 -1.92  H32 1.071, H52 0.896
34 H -1.68 -3.98 -3.17  C51 1.191
35 H -0.43 2.95 1.92  O24 1.023
36 H 4.14 0.85 1.24  O23 0.960
37 H -3.00 -1.98 0.61  O40 0.970
38 O 2.26 3.57 0.45  H9 1.006, H45 1.048
39 H -2.70 3.97 2.19  O27 0.941
40 O -2.92 -1.86 1.57  H17 0.960, H37 0.970
41 O -0.19 4.57 0.29  H12 0.922, H19 0.923
42 H -0.58 3.21 -1.96  O8 0.931
43 O -0.44 0.15 -1.03  H22 0.980, H47 0.909
44 H -3.48 2.89 1.63  O27 0.974
45 H 3.25 3.56 0.12  O38 1.048
46 H -3.33 1.52 -0.46  O31 0.911
47 H 0.07 -0.59 -0.93  O43 0.909
48 H -1.06 1.70 -2.07  O8 0.870
49 N -1.60 -2.77 -1.42  C50 1.470, C51 1.259
50 C -0.25 -3.31 -1.19  H5 1.040, H13 1.147, C16 1.624, N49 1.470
51 C -2.10 -3.05 -2.54  H15 1.093, H34 1.191, N49 1.259
52 H 1.85 -3.32 -1.92  O33 0.896

Results of the Mulliken charge analysis, in e, for atoms 1 through 4: H 0.392; H 0.442; H 0.398; H 0.450

*ii*
The following is a quantum chemistry calculation of a 13-piece molecular cluster, C5H33NO13 overall, from the OMol25 dataset.

Calculated values
* LUMO: 0.181 eV
* gap between HOMO and LUMO: 10.320 eV
* HOMO: -10.1388 eV

Bonds (Å) are listed after each position.
Geometry (Å):
1 H 1.16 -2.95 2.63  C34 1.122
2 H 0.23 0.22 -1.98  O30 0.975
3 O 1.43 2.69 0.04  H10 0.964, H42 0.992
4 H 2.74 -2.50 -2.21  O16 0.969
5 H -1.38 4.87 -1.29  O8 0.969
6 H 0.24 0.11 4.94  O47 0.961
7 H 0.53 -1.81 1.29  C34 1.084
8 O -1.14 4.46 -0.44  H5 0.969, H48 0.964
9 H -0.76 2.21 -1.53  O51 0.960
10 H 1.97 2.97 0.79  O3 0.964
11 O 3.51 1.10 0.74  H15 0.968, H35 0.974
12 H -3.82 3.72 0.18  O24 0.969
13 C -1.25 -2.68 -1.76  N18 1.255, H45 1.125, H50 1.098
14 H -2.33 1.78 2.00  O23 0.975
15 H 2.81 0.69 1.27  O11 0.968
16 O 2.45 -2.24 -3.10  H4 0.969, H26 0.962
17 H -0.06 0.74 3.61  O47 0.968
18 N -0.75 -3.17 -0.71  C13 1.255, C39 1.473
19 H -1.21 2.70 2.24  O23 0.964
20 H -4.57 1.93 -1.29  O37 0.968
21 H -0.81 0.68 0.14  O46 0.969
22 H 0.91 1.33 -2.71  O30 0.982
23 O -1.41 1.76 2.33  H14 0.975, H19 0.964
24 O -3.17 3.46 0.85  H12 0.969, H38 0.998
25 O 2.73 -0.79 0.88  C31 1.209
26 H 2.65 -1.30 -3.14  O16 0.962
27 H 3.44 -2.60 1.26  C31 1.117
28 H -2.89 -1.00 0.43  O49 0.972
29 H -3.19 1.71 -1.95  O37 0.966
30 O 1.09 0.43 -2.37  H2 0.975, H22 0.982
31 C 2.56 -1.92 1.25  O25 1.209, H27 1.117, C34 1.467
32 H 0.73 -4.55 -1.27  C39 1.089
33 H -0.38 -0.77 0.17  O46 0.961
34 C 1.27 -2.54 1.59  H1 1.122, H7 1.084, C31 1.467, C44 1.580
35 H 4.32 0.61 0.96  O11 0.974
36 H 0.54 2.82 -1.76  O51 0.967
37 O -3.98 2.25 -1.99  H20 0.968, H29 0.966
38 H -2.42 3.91 0.38  O24 0.998
39 C 0.65 -3.64 -0.69  N18 1.473, H32 1.089, H43 1.124, C44 1.493
40 H 2.07 -4.32 0.54  C44 1.132
41 H 0.52 -4.47 1.43  C44 1.088
42 H 1.71 1.74 0.03  O3 0.992
43 H 1.25 -2.89 -1.27  C39 1.124
44 C 1.06 -3.85 0.73  C34 1.580, C39 1.493, H40 1.132, H41 1.088
45 H -2.19 -2.09 -1.64  C13 1.125
46 O -0.93 -0.16 -0.33  H21 0.969, H33 0.961
47 O 0.69 0.51 4.18  H6 0.961, H17 0.968
48 H -0.20 4.35 -0.64  O8 0.964
49 O -3.02 -1.54 1.22  H28 0.972, H52 0.979
50 H -0.66 -2.39 -2.64  C13 1.098
51 O -0.29 2.66 -2.23  H9 0.960, H36 0.967
52 H -2.46 -2.24 0.85  O49 0.979

Results of the Mulliken charge analysis, in e, for atoms 1 through 4: H 0.357; H 0.235; O -0.602; H 0.329

Computed stability ranking, most favorable first: *ii*, *i*

*i*
The following is a quantum chemistry calculation of a 2-piece molecular cluster, C4H12NO overall, from the OMol25 dataset.

Calculated values
* LUMO: -5.658 eV
* gap between HOMO and LUMO: 9.742 eV
* HOMO: -15.4000 eV
* charge: +1

Bonds (Å) are listed after each position.
Geometry (Å):
1 C 1.37 -0.30 0.06  H3 1.074, C4 1.543, H11 1.100, C18 1.499
2 H -1.63 -2.40 1.25  C14 1.087
3 H 1.73 -1.23 0.44  C1 1.074
4 C -0.04 -0.08 0.65  C1 1.543, N6 1.464, H7 1.102, H10 1.117
5 H -2.39 1.93 -1.40  O16 0.961
6 N -1.18 -0.80 0.08  C4 1.464, H12 1.036, C14 1.296
7 H 0.00 -0.19 1.75  C4 1.102
8 H -1.83 -2.57 -0.65  C14 1.084
9 H 3.23 0.48 0.89  C18 1.099
10 H -0.35 0.99 0.53  C4 1.117
11 H 1.39 -0.37 -1.04  C1 1.100
12 H -1.68 -0.18 -0.58  N6 1.036
13 H 2.44 1.74 0.08  C18 1.092
14 C -1.68 -1.98 0.25  H2 1.087, N6 1.296, H8 1.084
15 H -1.57 1.62 -2.66  O16 0.977
16 O -1.81 1.27 -1.78  H5 0.961, H15 0.977
17 H 1.77 1.25 1.51  C18 1.099
18 C 2.22 0.81 0.61  C1 1.499, H9 1.099, H13 1.092, H17 1.099

Results of the Mulliken charge analysis, in e, for atoms 1 through 4: C -0.096; H 0.325; H 0.279; C -0.748

*ii*
The following is a quantum chemistry calculation of a 2-piece molecular cluster, C4H12NO overall, from the OMol25 dataset.

Calculated values
* LUMO: -3.584 eV
* gap between HOMO and LUMO: 10.247 eV
* HOMO: -13.8311 eV
* charge: +1

Bonds (Å) are listed after each position.
Geometry (Å):
1 H 2.10 1.04 -1.63  C7 1.100
2 H 1.72 1.16 0.94  N13 1.110
3 H -0.08 -1.85 -1.38  C18 1.083
4 H 2.36 -0.67 -2.00  C7 1.080
5 H 0.43 -2.37 0.22  C18 1.102
6 H -0.05 1.15 0.68  N13 1.051
7 C 1.83 0.01 -1.36  H1 1.100, H4 1.080, C11 1.367
8 H 0.82 -0.13 1.62  N13 1.020
9 H -2.23 1.98 -0.15  O14 0.961
10 H -1.90 -2.46 0.30  C12 1.154
11 C 0.92 -0.30 -0.38  C7 1.367, N13 1.502, C18 1.549
12 C -1.41 -1.42 0.35  H10 1.154, H15 1.134, H16 1.079, C18 1.566
13 N 0.80 0.54 0.85  H2 1.110, H6 1.051, H8 1.020, C11 1.502
14 O -1.48 2.08 0.44  H9 0.961, H17 0.959
15 H -1.43 -1.04 1.42  C12 1.134
16 H -2.02 -0.65 -0.09  C12 1.079
17 H -1.49 2.85 1.01  O14 0.959
18 C -0.01 -1.53 -0.35  H3 1.083, H5 1.102, C11 1.549, C12 1.566

Results of the Mulliken charge analysis, in e, for atoms 1 through 4: H 0.284; H 0.428; H 0.390; H 0.297

Computed stability ranking, most favorable first: *ii*, *i*

*i*
The following is a quantum chemistry calculation of a 2-piece molecular cluster, C4H12NO overall, from the OMol25 dataset.

Calculated values
* LUMO: -5.178 eV
* gap between HOMO and LUMO: 9.672 eV
* HOMO: -14.8501 eV
* charge: +1

Bonds (Å) are listed after each position.
Geometry (Å):
1 C 0.73 -0.40 1.92  C2 1.533, H3 1.081, H7 1.091, H16 1.099
2 C -0.32 -0.04 0.86  C1 1.533, C5 1.532, H11 1.106, H12 1.100
3 H 1.52 -1.00 1.50  C1 1.081
4 H -2.39 -0.19 -0.66  C17 1.086
5 C 0.16 1.05 -0.10  C2 1.532, N8 1.523, H10 1.105, H14 1.102
6 H -1.06 2.20 -1.53  N8 1.029
7 H 1.13 0.53 2.32  C1 1.091
8 N -1.07 1.36 -0.94  C5 1.523, H6 1.029, C17 1.291
9 H 1.65 -2.63 -1.24  O13 0.968
10 H 0.94 1.09 -0.89  C5 1.105
11 H -1.25 0.23 1.39  C2 1.106
12 H -0.68 -0.89 0.25  C2 1.100
13 O 2.01 -1.73 -1.26  H9 0.968, H15 0.966
14 H 0.13 2.00 0.45  C5 1.102
15 H 2.95 -1.96 -1.21  O13 0.966
16 H 0.28 -1.05 2.68  C1 1.099
17 C -2.01 0.57 -1.34  H4 1.086, N8 1.291, H18 1.141
18 H -2.71 0.86 -2.19  C17 1.141

Results of the Mulliken charge analysis, in e, for atoms 1 through 4: C -1.254; C -0.490; H 0.288; H 0.303

*ii*
The following is a quantum chemistry calculation of a 3-piece molecular cluster, C4H12NO overall, from the OMol25 dataset.

Calculated values
* LUMO: -8.599 eV
* gap between HOMO and LUMO: 4.628 eV
* HOMO: -13.2271 eV
* charge: +1

Bonds (Å) are listed after each position.
Geometry (Å):
1 H -2.96 -0.90 -2.02  N16 1.075
2 H 1.08 2.23 -0.02  C15 1.092
3 H 1.10 -0.24 1.84  C8 1.034
4 C 2.21 -0.92 -0.79  H6 1.072, H9 1.032, C10 1.532, H14 1.116
5 H -2.50 -0.53 -0.39  N16 1.030
6 H 2.84 -1.03 0.07  C4 1.072
7 H -2.39 -2.09 -1.02  N16 0.999
8 C 0.70 0.30 1.06  H3 1.034, C10 1.478, C15 1.536
9 H 1.88 -1.86 -1.05  C4 1.032
10 C 1.03 -0.04 -0.34  C4 1.532, C8 1.478, C15 1.574, H18 1.104
11 H 2.56 1.38 0.67  C15 1.069
12 H -2.65 1.16 1.88  O17 0.995
13 H -1.17 0.65 1.20  O17 1.067
14 H 2.78 -0.51 -1.65  C4 1.116
15 C 1.57 1.30 0.28  H2 1.092, C8 1.536, C10 1.574, H11 1.069
16 N -2.29 -1.11 -1.21  H1 1.075, H5 1.030, H7 0.999
17 O -2.23 0.70 1.09  H12 0.995, H13 1.067
18 H 0.19 0.09 -1.04  C10 1.104

Results of the Mulliken charge analysis, in e, for atoms 1 through 4: H 0.260; H 0.295; H 0.342; C -1.300

Computed stability ranking, most favorable first: *i*, *ii*